1.
This record from the OMol25 dataset describes a cluster of 12 separate species, C16H57F6N3O11P in total at a distorted geometry. The level of theory is ωB97M-V with the def2-TZVPD basis set.

Geometry as XYZ:
```
94
C16H57F6N3O11P ωB97M-V with the def2-TZVPD basis set
P -1.401 -0.408 1.161
F -1.126 0.092 2.676
F -2.997 -0.163 1.365
F -1.329 1.139 0.501
F -1.704 -1.086 -0.300
F 0.178 -0.779 0.961
F -1.688 -1.891 1.764
C -9.436 -2.472 -3.879
C -8.027 -1.832 -3.848
O -7.546 -2.014 -2.587
H -9.400 -3.558 -3.969
H -10.022 -2.158 -4.742
H -9.963 -2.111 -2.996
H -8.109 -0.761 -4.033
H -7.419 -2.201 -4.674
H -6.742 -1.490 -2.607
C 4.367 -0.581 -3.384
C 4.510 -2.045 -3.086
O 4.581 -2.254 -1.664
H 4.258 -0.335 -4.441
H 5.212 -0.018 -2.988
H 3.562 -0.054 -2.872
H 5.287 -2.607 -3.605
H 3.590 -2.452 -3.506
H 3.810 -1.927 -1.194
C -0.096 -3.447 9.459
C 0.068 -2.963 8.045
C 0.565 -4.041 7.040
O 1.707 -4.740 7.588
C 2.235 -5.821 6.710
N -1.170 -2.363 7.610
H 0.878 -3.765 9.830
H -0.597 -4.410 9.560
H -0.429 -2.740 10.219
H 0.877 -2.232 8.042
H 0.789 -3.536 6.100
H -0.197 -4.818 6.974
H 1.453 -6.559 6.529
H 2.964 -6.405 7.271
H 2.721 -5.571 5.766
H -1.096 -2.013 6.666
H -1.200 -1.461 8.062
C 7.260 4.651 -0.070
C 7.828 4.158 1.252
C 6.863 3.219 1.943
O 5.696 3.905 2.440
C 4.838 2.955 3.126
N 8.996 3.361 0.878
H 6.592 3.914 -0.515
H 7.919 4.987 -0.870
H 6.658 5.528 0.167
H 8.080 4.959 1.948
H 7.376 2.802 2.809
H 6.614 2.356 1.324
H 3.930 3.400 3.534
H 5.304 2.325 3.883
H 4.661 2.184 2.376
H 9.762 3.969 0.626
H 8.749 2.869 0.032
C -1.240 0.286 -7.591
C -1.644 1.349 -8.577
C -0.846 2.652 -8.327
O -1.294 3.212 -7.092
C -0.463 4.242 -6.522
N -1.381 0.885 -9.966
H -1.306 0.551 -6.536
H -0.236 -0.112 -7.741
H -1.877 -0.569 -7.816
H -2.692 1.601 -8.419
H -1.113 3.374 -9.099
H 0.215 2.406 -8.283
H 0.521 3.900 -6.202
H -0.929 4.690 -5.645
H -0.356 5.050 -7.246
H -0.404 0.630 -10.003
H -1.533 1.694 -10.552
O 2.045 5.075 0.036
H 2.812 4.885 0.576
H 1.626 4.225 -0.093
O -3.793 -5.831 -0.403
H -4.527 -5.292 -0.697
H -3.167 -5.206 -0.038
O -4.659 -5.020 6.279
H -4.082 -4.259 6.210
H -4.072 -5.747 6.487
O -7.418 -0.594 4.301
H -6.591 -0.140 4.141
H -7.908 -0.495 3.484
O -4.337 5.263 4.295
H -4.109 4.651 3.595
H -4.342 6.121 3.871
O -3.699 1.889 -3.567
H -3.254 2.384 -4.255
H -2.992 1.560 -3.012
```

As for the LUMO energy: 1.9 eV. As for the total charge: -1. The HOMO energy is -0.28981 Ha. The calculation puts the gap between HOMO and LUMO at 0.360 Ha.

---

2.
This record from the OMol25 dataset describes a cluster of 11 separate species, C16H58N4O11 in total at a distorted geometry. The level of theory is ωB97M-V with the def2-TZVPD basis set.

Geometry as XYZ:
```
89
C16H58N4O11 ωB97M-V with the def2-TZVPD basis set
C 1.385 1.108 -4.514
O 1.071 -0.228 -4.179
C 0.208 -0.845 -5.074
C -0.151 -2.205 -4.564
C -0.909 -2.987 -5.625
N -0.955 -2.126 -3.318
H 0.522 1.763 -4.345
H 1.571 1.189 -5.602
H 2.295 1.447 -4.036
H -0.693 -0.235 -5.213
H 0.684 -0.993 -6.051
H 0.781 -2.741 -4.319
H -1.852 -2.499 -5.878
H -1.182 -4.006 -5.352
H -0.234 -3.063 -6.488
H -0.948 -2.993 -2.797
H -0.464 -1.470 -2.698
C 2.324 -4.016 -0.826
O 2.967 -4.462 0.331
C 3.570 -3.422 1.046
C 2.577 -2.661 1.932
C 3.281 -1.655 2.848
N 1.836 -3.652 2.837
H 1.865 -4.829 -1.378
H 2.999 -3.476 -1.522
H 1.565 -3.227 -0.670
H 4.430 -3.781 1.623
H 4.010 -2.688 0.344
H 1.815 -2.310 1.229
H 2.528 -1.046 3.336
H 3.838 -0.974 2.176
H 4.053 -2.075 3.482
H 2.591 -4.089 3.378
H 1.533 -4.422 2.220
C -6.286 3.046 3.624
O -4.891 3.035 3.428
C -4.533 3.315 2.100
C -4.546 2.077 1.235
C -3.546 1.023 1.693
N -4.335 2.451 -0.249
H -6.761 2.186 3.141
H -6.764 3.962 3.250
H -6.444 3.024 4.700
H -5.189 4.100 1.700
H -3.517 3.722 2.134
H -5.552 1.627 1.235
H -2.573 1.498 1.788
H -3.501 0.235 0.941
H -3.835 0.580 2.646
H -5.097 2.030 -0.759
H -4.473 3.462 -0.322
C 4.633 1.215 -0.024
O 3.267 1.474 -0.364
C 2.507 2.039 0.676
C 2.776 3.527 0.794
C 1.979 4.244 1.889
N 2.649 4.194 -0.526
H 5.218 2.120 -0.202
H 5.016 0.455 -0.705
H 4.661 0.849 1.001
H 1.458 1.824 0.461
H 2.717 1.557 1.640
H 3.827 3.550 1.174
H 2.410 4.031 2.864
H 0.938 3.908 1.854
H 1.981 5.318 1.717
H 3.365 3.781 -1.126
H 2.923 5.168 -0.407
O -1.320 2.704 -0.153
H -2.296 2.828 -0.134
H -1.203 1.741 -0.251
O -2.447 -3.093 -0.734
H -2.138 -3.893 -1.176
H -1.967 -2.354 -1.165
O -0.531 -2.052 2.325
H 0.076 -2.473 2.975
H -1.039 -2.784 1.950
O 0.121 0.771 3.163
H -0.543 1.239 2.643
H -0.059 -0.171 2.994
O -3.673 -2.182 2.503
H -3.497 -3.079 2.198
H -3.323 -1.615 1.802
O 1.613 -0.411 -1.413
H 2.436 0.068 -1.106
H 1.603 -0.351 -2.389
O -0.664 -0.326 0.125
H 0.153 -0.564 -0.377
H -0.697 -0.963 0.889
```

As for the LUMO energy: 0.4 eV. The HOMO energy is -0.33113 Ha. The calculation puts the gap between HOMO and LUMO at 0.344 Ha.

---

3.
This record from the OMol25 dataset describes a cluster of 13 separate species, C16H58N4O13 in total at a distorted geometry. The level of theory is ωB97M-V with the def2-TZVPD basis set.

Geometry as XYZ:
```
91
C16H58N4O13 ωB97M-V with the def2-TZVPD basis set
C -0.023 4.313 -2.323
O -0.291 3.015 -1.779
H -0.776 4.541 -3.074
H 0.132 5.064 -1.552
H 0.900 4.274 -2.924
H 0.423 2.860 -1.124
C 3.197 3.032 -1.186
O 2.049 2.706 -0.396
H 4.043 3.178 -0.511
H 3.443 2.176 -1.811
H 3.033 3.923 -1.789
H 2.122 3.130 0.468
C 4.464 -0.240 0.884
O 5.394 0.705 1.405
H 4.016 0.140 -0.041
H 4.926 -1.188 0.600
H 3.680 -0.423 1.613
H 6.262 0.501 1.050
C 4.179 3.585 2.449
O 3.171 2.559 2.404
H 3.657 4.538 2.421
H 4.776 3.544 3.366
H 4.889 3.436 1.634
H 3.658 1.779 2.111
C -0.445 -2.854 2.946
O -0.477 -4.133 3.565
H -1.418 -2.414 3.137
H 0.351 -2.170 3.240
H -0.368 -3.010 1.862
H 0.406 -4.525 3.506
C 2.824 -3.556 3.124
O 2.369 -4.888 3.019
H 3.910 -3.464 3.063
H 2.335 -2.870 2.427
H 2.500 -3.178 4.095
H 2.436 -5.195 2.111
C -0.779 3.581 2.456
O -1.454 4.184 3.537
H -0.448 4.219 1.638
H 0.163 3.183 2.875
H -1.240 2.697 2.000
H -1.724 3.474 4.125
C -3.715 -3.687 -2.449
O -3.744 -3.137 -1.138
H -4.709 -4.062 -2.705
H -3.373 -2.980 -3.202
H -3.053 -4.559 -2.438
H -3.358 -2.250 -1.195
C -3.712 0.570 -1.913
O -3.093 -0.435 -1.555
N -5.073 0.554 -1.913
N -3.152 1.745 -2.297
H -5.637 1.285 -2.304
H -5.495 -0.328 -1.681
H -3.715 2.362 -2.855
H -2.159 1.916 -2.257
C 0.379 -3.884 -2.270
O 0.724 -4.917 -2.823
N 0.746 -3.547 -1.007
N -0.380 -2.935 -2.917
H 0.406 -2.707 -0.561
H 1.263 -4.255 -0.525
H -0.508 -2.048 -2.465
H -0.536 -3.116 -3.889
C -3.620 -1.016 2.002
C -3.568 -0.428 3.401
O -4.252 0.802 3.518
H -3.242 -0.288 1.288
H -4.621 -1.361 1.727
H -3.024 -1.925 1.936
H -2.512 -0.194 3.584
H -3.841 -1.156 4.169
H -5.164 0.660 3.780
C 0.961 -0.198 1.145
C -0.022 0.015 0.021
O -0.888 -1.113 -0.068
H 1.575 -1.084 1.000
H 0.376 -0.232 2.067
H 1.567 0.695 1.314
H 0.436 0.189 -0.961
H -0.641 0.892 0.254
H -1.685 -0.890 -0.582
C 1.281 0.427 -4.324
C -0.244 0.610 -4.271
O -0.585 1.989 -4.287
H 1.788 1.102 -3.631
H 1.654 0.621 -5.327
H 1.530 -0.597 -4.026
H -0.675 0.154 -3.379
H -0.634 0.175 -5.190
H -0.322 2.336 -3.416
```

As for the LUMO energy: 0.1 eV. The HOMO energy is -0.34626 Ha. The calculation puts the gap between HOMO and LUMO at 0.352 Ha.

---

4.
This record from the OMol25 dataset describes a cluster of 13 separate species, C16H58O13 in total at a distorted geometry. The level of theory is ωB97M-V with the def2-TZVPD basis set.

Geometry as XYZ:
```
87
C16H58O13 ωB97M-V with the def2-TZVPD basis set
C 1.988 -3.369 -3.650
O 1.254 -2.668 -2.656
H 2.998 -2.963 -3.783
H 2.192 -4.375 -3.328
H 1.423 -3.404 -4.561
H 1.270 -1.692 -2.715
C 0.036 -5.441 -2.063
O 0.720 -4.655 -1.103
H -0.491 -4.880 -2.857
H 0.682 -6.231 -2.447
H -0.675 -5.943 -1.510
H 1.059 -3.912 -1.493
C -1.447 3.297 3.355
O -2.158 3.999 2.285
H -2.056 2.488 3.681
H -0.469 2.885 2.983
H -1.256 4.061 4.081
H -2.433 3.367 1.619
C -0.932 4.607 -1.271
O -0.447 3.328 -1.736
H -0.846 5.318 -2.086
H -2.029 4.548 -1.054
H -0.409 4.971 -0.348
H 0.284 3.117 -1.153
C 0.352 -0.373 0.102
O -0.821 -0.537 0.891
H 0.246 0.624 -0.361
H 1.259 -0.296 0.701
H 0.381 -1.174 -0.646
H -1.533 -0.782 0.260
C -2.900 1.940 -4.022
O -1.959 1.361 -3.196
H -3.588 1.176 -4.482
H -3.619 2.515 -3.410
H -2.473 2.625 -4.798
H -1.608 2.098 -2.682
O -2.763 -0.711 -1.076
H -2.720 -0.156 -1.862
H -3.641 -0.995 -0.953
O -0.856 -3.387 1.069
H -0.146 -3.780 0.488
H -0.705 -2.413 0.967
C -4.321 -3.806 2.488
C -3.231 -3.624 3.549
O -2.240 -4.693 3.547
H -4.562 -4.886 2.441
H -3.817 -3.594 1.477
H -5.239 -3.172 2.470
H -3.621 -3.675 4.544
H -2.720 -2.685 3.546
H -1.777 -4.617 2.710
C 1.658 -1.558 3.679
C 0.166 -1.282 3.617
O -0.070 0.120 3.231
H 2.079 -1.354 2.734
H 1.819 -2.614 3.876
H 2.119 -0.994 4.562
H -0.217 -1.540 4.593
H -0.302 -2.002 2.927
H -0.659 0.182 2.379
C 0.080 -0.218 -4.782
C 1.088 0.623 -4.089
O 1.118 0.312 -2.662
H -0.141 0.192 -5.804
H -0.900 -0.121 -4.307
H 0.369 -1.223 -4.965
H 0.644 1.635 -4.210
H 2.103 0.634 -4.445
H 0.328 0.645 -2.191
C 2.164 2.381 4.564
C 2.873 2.241 3.245
O 1.881 1.821 2.282
H 1.304 3.061 4.459
H 2.853 2.862 5.235
H 1.766 1.455 4.940
H 3.741 1.462 3.346
H 3.283 3.153 2.801
H 1.315 1.193 2.711
C 3.534 3.457 -1.951
C 3.116 3.390 -0.558
O 1.956 2.613 -0.421
H 4.450 3.933 -2.334
H 2.654 3.797 -2.487
H 3.591 2.395 -2.311
H 2.856 4.431 -0.279
H 3.911 3.074 0.127
H 1.835 2.413 0.535
```

As for the LUMO energy: 0.3 eV. The HOMO energy is -0.35883 Ha. The calculation puts the gap between HOMO and LUMO at 0.368 Ha.

---

5.
This record from the OMol25 dataset describes a cluster of 16 separate species, C16H59NO19 in total at a distorted geometry. The level of theory is ωB97M-V with the def2-TZVPD basis set.

Geometry as XYZ:
```
95
C16H59NO19 ωB97M-V with the def2-TZVPD basis set
C 0.181 3.988 -3.385
O -1.229 3.862 -3.300
C -1.803 3.940 -2.016
C -1.908 2.573 -1.332
C -0.568 2.095 -0.777
C -0.570 0.927 0.223
C -1.817 0.771 1.137
C -1.802 1.541 2.463
C -1.591 3.059 2.355
C -1.174 3.668 3.667
O -1.763 4.550 4.239
O -0.052 3.087 4.184
C -0.246 -0.436 -0.467
C 0.851 -1.145 0.381
C 2.306 -1.117 -0.092
C 2.660 -1.961 -1.320
C 2.307 -1.198 -2.618
C 4.169 -2.254 -1.321
N 0.784 -0.323 1.610
C 0.622 0.975 1.165
O 1.309 1.940 1.464
H 0.433 4.640 -4.220
H 0.632 3.008 -3.582
H 0.615 4.371 -2.457
H -1.262 4.644 -1.368
H -2.811 4.344 -2.146
H -2.285 1.905 -2.117
H -2.662 2.666 -0.547
H -0.066 2.951 -0.315
H 0.059 1.801 -1.624
H -2.742 1.033 0.614
H -1.910 -0.279 1.393
H -2.793 1.395 2.912
H -1.087 1.102 3.165
H -0.852 3.313 1.594
H -2.529 3.550 2.085
H 0.479 3.780 4.598
H -1.143 -1.047 -0.336
H -0.107 -0.421 -1.543
H 0.539 -2.179 0.543
H 2.871 -1.500 0.768
H 2.668 -0.098 -0.267
H 2.123 -2.912 -1.289
H 1.870 -1.851 -3.377
H 3.198 -0.727 -3.036
H 1.592 -0.400 -2.430
H 4.411 -3.118 -1.945
H 4.716 -1.387 -1.701
H 4.545 -2.444 -0.312
H 1.527 -0.443 2.293
O -3.566 -1.863 1.726
H -3.039 -2.277 2.419
H -4.475 -2.055 1.983
O 3.604 1.604 -4.112
H 4.302 1.670 -4.774
H 3.729 2.388 -3.561
O -3.553 -0.839 4.664
H -2.735 -0.680 4.179
H -3.631 -0.052 5.217
O 1.336 3.475 -6.352
H 0.415 3.599 -6.602
H 1.511 2.548 -6.548
O -2.658 -3.216 -0.918
H -3.227 -3.990 -0.911
H -2.899 -2.740 -0.103
O 1.205 -5.115 -1.286
H 0.302 -4.875 -1.518
H 1.279 -6.046 -1.518
O 1.969 0.189 4.533
H 1.598 1.070 4.408
H 1.183 -0.378 4.564
O 2.921 2.597 -1.443
H 2.312 2.065 -1.966
H 2.860 2.233 -0.551
O 2.999 0.145 -6.631
H 3.010 -0.761 -6.310
H 2.976 0.683 -5.832
O -0.585 -1.042 5.263
H -0.478 -1.948 5.585
H -1.164 -0.627 5.912
O -2.539 -0.839 -2.773
H -2.437 -1.697 -2.334
H -2.674 -0.216 -2.053
O -2.202 -1.608 -5.729
H -2.217 -2.545 -5.520
H -2.377 -1.169 -4.886
O -3.160 -1.289 6.425
H -3.189 -1.871 5.652
H -3.561 -1.788 7.142
O 0.031 -3.843 6.160
H 0.017 -4.439 5.404
H -0.302 -4.362 6.897
O 1.807 -4.861 1.675
H 1.921 -4.628 0.745
H 2.687 -4.842 2.062
```

As for the LUMO energy: -0.4 eV. The HOMO energy is -0.34491 Ha. The calculation puts the gap between HOMO and LUMO at 0.331 Ha.